The following is a DFT calculation (the ωB97M-V functional and the def2-TZVPD basis) of an isolated molecule of CH2N2O3S.

Bonds (Å) are listed after each position.
CARTESIAN COORDINATES (ANGSTROEM)
1 C -0.111 -0.608 -0.051  N2 1.566, O6 1.402, H8 1.228, H9 1.116
2 N 0.613 0.377 -1.029  C1 1.566, N3 1.201
3 N 1.723 0.197 -1.450  N2 1.201, O4 1.240
4 O 2.555 -0.718 -1.359  N3 1.240
5 O -1.680 1.920 2.271  S7 1.442
6 O -0.642 0.222 0.946  C1 1.402, S7 1.604
7 S -1.948 1.143 1.086  O5 1.442, O6 1.604
8 H -0.984 -1.070 -0.782  C1 1.228
9 H 0.473 -1.462 0.366  C1 1.116

Computed properties:
E_HOMO (alpha / beta)   -10.30 / -8.67 eV
Charge   0
Strongest force on any atom   3.7 eV Å⁻¹
Calculated total energy   -772.53049 Ha
Relative energy (zero: lowest compared OMol25 entry of this formula, charge and spin)   110.7 kcal/mol
LUMO (alpha / beta)   -0.9 / -1.9 eV